ORCA calculation (ωB97M-V/def2-TZVPD) on 2 unconnected molecules or ions with the total composition C8H14O4 at a distorted geometry.

Geometry (Å):
H1 -3.6184 -0.1370 -1.5285
C1 -3.2641 0.1992 -0.5424
H2 -3.3762 1.2846 -0.4746
C2 -3.9051 -0.4843 0.6239
C3 -5.2777 0.0252 0.9604
C4 -1.6462 -0.1362 -0.3312
O1 -1.2646 -0.9109 -1.1994
O2 -1.3745 0.4752 0.7034
O3 1.2401 -0.2022 -0.3166
C5 1.8240 0.8925 -0.1229
O4 1.5288 2.0092 0.2806
C6 3.3636 0.7157 -0.5898
H3 3.3436 0.7131 -1.6922
H4 4.0083 1.5472 -0.2484
C7 3.8132 -0.6915 -0.1641
C8 5.0585 -1.2355 -0.8101
H5 -3.8887 -1.5609 0.4277
H6 -3.2751 -0.3127 1.5129
H7 -5.7196 -0.5657 1.7717
H8 -5.2087 1.0694 1.2704
H9 -5.9242 -0.0525 0.0840
H10 3.8459 -0.7060 0.9328
H11 2.9516 -1.3145 -0.4546
H12 5.2505 -2.2281 -0.3970
H13 4.8699 -1.3281 -1.8815
H14 5.9201 -0.6044 -0.6100

Cartesian forces (eV/Å) of the 2 atoms listed first:
0.4 -0.1 0.4
-1.2 0.6 -0.6

For the lowest unoccupied orbital energy (spin up / spin down), the calculation gives -2.6 / -3.1 eV. The gap between HOMO and LUMO (spin up / spin down) is 7.833 / 6.882 eV. The total energy is -614.03592 Ha. Its energy relative to the best compared isomer or geometry (same formula, charge and spin) is 563.3 kJ/mol.



ORCA calculation (ωB97M-V/def2-TZVPD) on a molecular structure, C8H14OPPd at a distorted geometry.

Geometry (Å):
C1 -0.1073 -0.1929 -2.5119
C2 -0.8873 -1.1602 -3.2745
C3 -0.5016 -2.5388 -3.0263
C4 0.5735 -2.4080 -2.0685
C5 0.7945 -0.9831 -1.7450
Pd1 0.1689 1.2948 -0.1004
P1 -0.6755 3.2997 -0.5414
H1 -0.0114 0.8690 -2.8463
H2 -1.7913 -0.8610 -3.7708
H3 -0.9279 -3.5113 -3.4240
H4 1.6769 -0.5391 -1.2112
H5 1.2112 -3.2153 -1.7503
H6 -1.6799 4.0348 0.2835
H7 -1.0359 3.9035 -1.8198
H8 0.4207 4.1314 -0.2942
C6 -0.7800 0.5313 2.5780
C7 0.3665 -0.3730 2.2456
C8 1.2586 -0.8966 3.3554
O1 0.7148 -0.6021 1.0223
H9 -0.9698 0.5984 3.6618
H10 -1.7151 0.1771 2.1190
H11 -0.5600 1.5469 2.2160
H12 1.4354 -1.9673 3.2349
H13 2.2297 -0.3658 3.3329
H14 0.7923 -0.7725 4.3350

Cartesian forces (eV/Å) of the 2 atoms listed first:
0.2 -1.5 -1.6
-0.7 -0.6 0.9

The expectation value of S² is 6.01. For the lowest unoccupied orbital energy (spin up / spin down), the calculation gives -3.0 / -7.6 eV. The gap between HOMO and LUMO (spin up / spin down) is 4.574 / 4.507 eV. The total energy is -857.15967 Ha. As for the total charge: +1. As for the spin multiplicity: 5.



ORCA calculation (ωB97M-V/def2-TZVPD) on a molecular structure, C8H14OPRe at a distorted geometry.

Geometry (Å):
C1 1.1579 0.3277 -2.2543
C2 0.1517 0.0642 -3.2508
C3 -0.4713 -1.2231 -3.1791
C4 -0.2559 -1.9852 -1.9914
C5 0.7411 -1.5461 -1.0521
Re1 -0.4144 -0.0437 -1.2988
P1 -0.2896 2.2407 -0.3328
H1 1.9060 1.1071 -2.2709
H2 -0.2413 0.8132 -3.9846
H3 -1.1846 -1.5249 -3.9296
H4 1.0798 -2.1265 -0.1861
H5 -0.9027 -2.8264 -1.7620
H6 -1.1710 2.8272 0.5969
H7 -0.0405 3.3777 -1.1242
H8 0.9016 2.2660 0.4109
C6 1.0029 -0.8793 2.6807
C7 -0.1263 -0.1963 2.0074
C8 -1.1270 0.5740 2.7616
O1 -0.4258 -0.3486 0.7962
H9 0.8698 -0.8204 3.7537
H10 1.9793 -0.4441 2.4514
H11 1.0608 -1.9321 2.4093
H12 -1.1267 1.6150 2.4312
H13 -2.1059 0.1744 2.4948
H14 -0.9679 0.5095 3.8227

Cartesian forces (eV/Å) of the 2 atoms listed first:
2.4 1.8 -2.7
0.4 0.5 -2.4

The expectation value of S² is 3.77. For the lowest unoccupied orbital energy (spin up / spin down), the calculation gives -4.3 / -4.4 eV. The gap between HOMO and LUMO (spin up / spin down) is 5.218 / 8.038 eV. The total energy is -807.57148 Ha. Its energy relative to the best compared isomer or geometry (same formula, charge and spin) is 326.2 kJ/mol. As for the total charge: +1. As for the spin multiplicity: 4.



ORCA calculation (ωB97M-V/def2-TZVPD) on C8H14S in the gas phase at a distorted geometry.

Geometry (Å):
C1 -1.0715 0.2722 -0.4935
C2 0.1961 0.5633 -0.1771
C3 3.0199 -0.5057 -0.7782
C4 1.5299 -1.3107 1.3033
C5 -1.4608 -1.0111 -0.9954
C6 -2.3920 -1.7216 -0.3814
C7 -2.2202 1.2424 -0.2730
C8 0.6942 1.8645 0.3276
S1 1.4377 -0.8170 -0.4960
H1 3.6617 0.0371 -0.1423
H2 3.2333 -0.4289 -1.8718
H3 2.4270 -1.8412 1.4394
H4 1.5288 -0.3801 1.7372
H5 0.8866 -2.1124 1.5343
H6 -0.9942 -1.4226 -1.8186
H7 -2.5512 -2.7950 -0.6470
H8 -2.7985 -1.3355 0.5313
H9 -3.1710 0.9493 -0.6562
H10 -1.7497 2.3446 -0.4268
H11 -2.3759 1.2775 0.7352
H12 0.1055 2.7400 -0.1207
H13 1.6475 2.3118 0.2340
H14 0.4168 2.0789 1.4355

Cartesian forces (eV/Å) of the 2 atoms listed first:
0.0 1.6 0.1
1.1 -0.3 -0.5

For the lowest unoccupied orbital energy, the calculation gives 0.8 eV. The gap between HOMO and LUMO is 7.982 eV. The total energy is -711.21267 Ha. Its energy relative to the best compared isomer or geometry (same formula, charge and spin) is 422.3 kJ/mol.



ORCA calculation (ωB97M-V/def2-TZVPD) on 2 unconnected molecules or ions with the total composition C8H15BN2 at a distorted geometry.

Geometry (Å):
B1 -1.1693 0.4583 0.7619
C1 3.7232 -0.1852 0.6079
C2 3.1696 -1.2770 -0.1579
C3 2.9999 0.8888 0.3733
C4 1.9995 -0.9275 -0.7243
C5 -1.7823 1.8138 0.7240
C6 0.9352 1.2423 -0.9008
C7 -2.8767 -0.4872 -0.8246
C8 -1.0313 -1.9586 0.1260
N1 1.8714 0.4842 -0.4398
N2 -1.6580 -0.6252 -0.0503
H1 4.6291 -0.3350 1.1996
H2 3.5057 -2.3314 -0.1595
H3 2.9772 1.8701 0.5958
H4 -2.5970 2.0121 -0.1288
H5 -1.1051 2.5912 0.5013
H6 -2.2545 1.9591 1.7172
H7 0.2190 0.7310 -1.5569
H8 -0.3723 0.1739 1.5338
H9 1.0164 2.3543 -0.6741
H10 -2.9299 -1.3191 -1.5913
H11 -3.8055 -0.7352 -0.2389
H12 -2.9892 0.4566 -1.3384
H13 0.1015 -1.8781 -0.0042
H14 -1.2144 -2.3726 1.2324
H15 -1.3623 -2.6037 -0.5834

Cartesian forces (eV/Å) of the 2 atoms listed first:
-1.0 -3.1 -1.6
1.6 -0.8 0.2

For the lowest unoccupied orbital energy, the calculation gives -0.9 eV. The gap between HOMO and LUMO is 6.621 eV. The total energy is -448.00818 Ha. Its energy relative to the best compared isomer or geometry (same formula, charge and spin) is 416.9 kJ/mol.



ORCA calculation (ωB97M-V/def2-TZVPD) on 2 unconnected molecules or ions with the total composition C8H15BrO3 at a distorted geometry.

Geometry (Å):
C1 -3.3098 -0.1631 0.9221
C2 -1.9121 -0.4939 1.2351
C3 -0.8094 0.0067 0.2194
O1 -1.0795 1.3372 -0.1592
C4 0.1618 -0.6858 -0.4823
O2 0.9417 -0.0101 -1.3872
C5 0.5424 -2.0768 -0.2264
C6 0.9879 -2.7843 -1.5583
H1 -3.3989 0.9104 0.4246
H2 -3.8634 -0.1853 1.8014
H3 -3.8088 -0.8733 0.2888
H4 -1.6641 -0.0505 2.2044
H5 -1.6967 -1.6105 1.4983
H6 -1.6072 1.9895 0.4490
H7 0.4160 0.4510 -2.0177
H8 1.4022 -2.3454 0.5330
H9 -0.3784 -2.6667 0.1730
H10 1.2932 -3.7465 -1.3139
H11 0.2264 -2.8899 -2.3294
H12 1.9291 -2.3612 -2.1579
C7 3.2864 2.5138 0.4482
C8 1.9958 2.8209 0.2477
O3 1.3386 2.7384 -0.8500
Br1 0.7718 3.0290 1.8762
H13 3.6121 2.7209 1.4316
H14 3.9803 2.4264 -0.3963
H15 0.6426 1.9993 -0.8740

Cartesian forces (eV/Å) of the 2 atoms listed first:
-0.5 2.2 -2.5
3.9 -2.0 0.5

For the lowest unoccupied orbital energy, the calculation gives 0.5 eV. The gap between HOMO and LUMO is 8.829 eV. The total energy is -3113.43833 Ha. Its energy relative to the best compared isomer or geometry (same formula, charge and spin) is 88.5 kJ/mol. The SMILES is CC/C(O)=C(/O)CC.C=C(O)Br.



ORCA calculation (ωB97M-V/def2-TZVPD) on a molecular structure, C8H15Cl3FeN2O3SSi at a distorted geometry.

Geometry (Å):
Fe1 -1.1367 -0.2104 0.6059
C1 3.9063 0.5303 1.8637
C2 2.5520 0.1388 1.3521
N1 2.1845 0.2981 0.1433
O1 3.1418 0.9219 -0.6431
C3 1.5846 -0.4966 2.2822
C4 1.9595 -0.7820 3.7043
N2 0.4310 -0.8100 1.8089
O2 -0.5399 -1.3978 2.4451
H1 4.4164 1.1537 1.1342
H2 4.5048 -0.3684 2.0264
H3 3.8324 1.0633 2.8111
H4 2.6733 1.0328 -1.4730
H5 2.8749 -1.3735 3.7601
H6 1.1504 -1.3353 4.1763
H7 2.1220 0.1493 4.2504
Cl1 -3.4014 0.0728 -2.3752
Si1 -2.7394 -1.0699 -0.7939
Cl2 -2.6626 1.0325 1.5894
Cl3 -4.4727 -1.9859 -0.2048
O3 -0.2940 1.7370 -0.3792
S1 -0.1845 2.8345 0.6540
C5 1.1567 3.9153 0.0273
C6 0.6256 5.3304 0.1835
C7 -0.7919 5.2914 -0.3824
C8 -1.4730 4.0785 0.2443
H8 1.3189 3.6325 -1.0129
H9 2.0559 3.7160 0.6077
H10 1.2547 6.0610 -0.3252
H11 0.5944 5.5928 1.2448
H12 -0.7501 5.1746 -1.4668
H13 -1.3372 6.2093 -0.1629
H14 -2.1719 3.5680 -0.4143
H15 -1.9805 4.3139 1.1791

Cartesian forces (eV/Å) of the 2 atoms listed first:
2.3 0.2 1.4
0.0 0.1 0.0

The expectation value of S² is 6.03. For the lowest unoccupied orbital energy (spin up / spin down), the calculation gives -0.9 / -1.4 eV. The gap between HOMO and LUMO (spin up / spin down) is 7.001 / 6.306 eV. The total energy is -3981.01249 Ha. As for the spin multiplicity: 5.



ORCA calculation (ωB97M-V/def2-TZVPD) on 2 unconnected molecules or ions with the total composition C8H15ClN3 at a distorted geometry.

Geometry (Å):
C1 3.4584 -0.5513 0.5067
C2 -0.8097 -1.1976 -3.4325
C3 3.0638 -0.1649 -0.6322
C4 -1.6335 1.2535 0.4607
C5 0.0934 -0.7344 -0.2201
C6 -1.2637 0.2185 1.4851
C7 -0.7268 -0.1450 -1.3105
C8 -0.9265 0.9240 2.8129
N1 -1.0872 -1.1557 -2.2371
N2 -0.1276 -0.5411 1.0042
N3 -1.8952 0.6460 -0.8851
Cl1 2.1756 1.2928 -1.0277
H1 3.2280 -0.0380 1.4175
H2 3.9248 -1.5469 0.6173
H3 -0.9395 -2.2203 -3.8136
H4 -0.4114 -0.4822 -4.1582
H5 -2.5267 1.8737 0.8130
H6 -0.6789 1.9810 0.3261
H7 1.0139 -1.3977 -0.4941
H8 -2.0745 -0.4706 1.6241
H9 -0.1636 0.6713 -1.6966
H10 -1.8826 1.0957 3.2782
H11 -0.1559 1.7614 2.8460
H12 -0.5324 0.1567 3.3845
H13 0.4419 -0.7681 1.7673
H14 -2.8256 0.3433 -0.9683
H15 3.2616 -0.8041 -1.4675

Cartesian forces (eV/Å) of the 2 atoms listed first:
0.7 -1.8 3.7
0.5 -1.6 -2.5

For the lowest unoccupied orbital energy, the calculation gives -4.1 eV. The gap between HOMO and LUMO is 8.723 eV. The total energy is -937.92040 Ha. Its energy relative to the best compared isomer or geometry (same formula, charge and spin) is 319.4 kJ/mol. As for the total charge: +1.



ORCA calculation (ωB97M-V/def2-TZVPD) on a molecular structure, C8H15F8MnN2O6S2 at a distorted geometry.

Geometry (Å):
Mn1 1.0814 0.6466 -0.2318
F1 2.1161 2.3478 -1.1192
F2 3.2336 -0.0098 -0.3940
C1 -2.7347 -1.6095 -0.5315
F3 -3.3487 -2.7610 -0.5940
F4 -2.3127 -1.2525 -1.6705
F5 -3.3955 -0.5868 0.0415
S1 -1.0927 -1.8590 0.6299
O1 -1.3822 -0.8850 1.6625
O2 -0.9214 -3.2847 1.0045
N1 0.2745 -1.2135 -0.3416
S2 0.5440 -2.4307 -1.2963
O3 -0.6240 -3.1771 -1.7430
O4 1.3627 -2.0203 -2.4632
C2 1.6398 -3.5836 -0.3334
F6 2.8947 -3.4219 -0.8220
F7 1.7885 -3.2581 1.0173
F8 1.2238 -4.7755 -0.4017
C3 -0.5703 0.7735 -3.3053
O5 -0.3628 1.1590 -2.0129
C4 -1.4946 1.8917 -1.4772
C5 -1.1653 2.7145 -0.2453
N2 -0.5098 1.8143 0.7044
C6 0.2612 2.4576 1.7017
C7 0.8177 1.4596 2.7258
O6 1.7176 0.6539 1.9666
C8 2.1292 -0.4651 2.6584
H1 -1.3592 0.0259 -3.3876
H2 0.3840 0.3644 -3.6369
H3 -0.8103 1.5407 -4.0415
H4 -2.3066 1.1684 -1.4038
H5 -1.7295 2.6582 -2.2158
H6 -2.0921 3.2296 0.0074
H7 -0.4714 3.5086 -0.5211
H8 -1.4053 1.5198 1.0668
H9 -0.5040 3.0887 2.1537
H10 1.0530 3.0891 1.2988
H11 -0.0426 0.9578 3.1686
H12 1.2842 2.0692 3.4997
H13 2.4752 -0.2537 3.6702
H14 2.9724 -1.0675 2.3204
H15 1.3821 -1.2238 2.8918

Cartesian forces (eV/Å) of the 2 atoms listed first:
4.5 1.4 -1.8
-1.5 -0.3 0.8

The expectation value of S² is 8.75. For the lowest unoccupied orbital energy (spin up / spin down), the calculation gives 2.5 / 2.5 eV. The gap between HOMO and LUMO (spin up / spin down) is 7.001 / 7.388 eV. The total energy is -3621.06731 Ha. As for the total charge: -1. As for the spin multiplicity: 6.